<A>
This record from OMol25 describes one molecule with the formula CO3S3. The level of theory is wB97M-V/def2-TZVPD.

As for the HOMO-LUMO gap: 9.020 eV. The LUMO energy comes out at -1.60 eV. As for the spin multiplicity: 1. The calculation puts the molar mass at 156.2 g mol⁻¹. The value obtained for the highest occupied orbital energy is -10.6254 eV.

Last column: Mulliken charge in e.
Positions of all 7 atoms, in Å:
S1 1.4165 -0.1375 -0.6193  -0.208
S2 -0.0388 2.4725 -1.3923  -0.205
S3 -0.4797 -0.8536 0.7064  1.083
O1 -1.5329 -0.1051 0.1912  -0.429
O2 0.1860 -0.4673 1.9437  -0.444
O3 -0.3285 -2.1777 0.2096  -0.469
C1 0.7775 1.2688 -1.0393  0.672



<B>
This record from OMol25 describes one molecule with the formula CO3S3. The level of theory is wB97M-V/def2-TZVPD.

As for the HOMO-LUMO gap: 9.316 eV. The LUMO energy comes out at -0.79 eV. As for the spin multiplicity: 1. The calculation puts the molar mass at 156.2 g mol⁻¹. The value obtained for the highest occupied orbital energy is -10.1036 eV.

Last column: Mulliken charge in e.
Positions of all 7 atoms, in Å:
S1 -0.3865 0.3073 1.5633  -0.079
S2 2.5780 0.4803 1.1224  -0.247
S3 -0.8213 -0.1813 -0.4164  1.021
O1 -1.4731 0.9605 -0.8659  -0.458
O2 0.7172 -0.0668 -0.7233  -0.228
O3 -1.3302 -1.4972 -0.4096  -0.471
C1 1.0948 0.2846 0.6772  0.461



Relative energies, eV: <A> 0.000; <B> 0.466.